Density functional theory data (the ωB97M-V functional and the def2-TZVPD basis) for one molecule with the formula C4H5IN2O in a non-equilibrium geometry.

Each line ends with the natural charge from an NBO analysis.
Cartesian coordinates (Å):
C  -1.537539  1.202428  0.986265  -0.47
C  -2.536179  0.407946  0.995552  -0.09
C  -0.916267  1.434911  -0.358507  0.65
C  2.057513  -0.268923  0.371575  -0.49
N  0.239714  0.678307  -0.425300  -0.42
N  0.700446  0.131724  0.674444  -0.18
O  -1.314546  1.902719  -1.367877  -0.54
I  -4.098365  -0.282910  -0.055762  0.28
H  -0.919161  1.265825  1.920243  0.28
H  2.764239  0.530567  0.264311  0.20
H  2.542639  -0.934875  1.096025  0.22
H  2.024214  -0.722690  -0.643644  0.19
H  0.947604  0.958973  -1.088764  0.37

Cartesian forces, eV/Å:
1.404 0.861 0.502
-2.281 -0.797 0.775
0.626 -1.444 0.772
0.155 -1.231 -0.552
0.660 0.705 0.267
1.623 -0.912 0.974
-1.406 1.669 -1.237
0.172 -0.025 -0.209
-0.539 0.295 -1.055
0.196 1.149 0.058
-0.713 -0.052 -0.120
0.364 -0.336 0.600
-0.260 0.119 -0.775

Total energy (eV): -17352.0253
F_max (eV/Å): 2.54
Energy above the lowest of the compared OMol25 structures with the same formula, charge and spin (kcal per mole): 106.84
LUMO energy (spin up / spin down) (Ha): -0.002 / -0.023
Frontier orbital gap (spin up / spin down) (eV): 8.13 / 7.67
Total charge: 0
Multiplicity: 1

---

Density functional theory data (the ωB97M-V functional and the def2-TZVPD basis) for an isolated ion of composition C4H5IN3O2 and charge +1 in a non-equilibrium geometry.

Each line ends with the natural charge from an NBO analysis.
Cartesian coordinates (Å):
C  1.753936  -0.295232  -0.828826  -0.06
C  1.043405  -0.689576  0.270808  0.02
C  -0.132563  0.746925  -0.938091  0.41
C  -1.264861  -0.149664  1.179732  -0.44
N  -0.174517  -0.108245  0.243896  -0.28
N  1.018319  0.547685  -1.538417  -0.43
N  -1.122828  1.535767  -1.685476  0.52
O  -2.219434  1.730694  -1.204804  -0.30
O  -0.644716  2.029483  -2.668572  -0.32
I  1.862112  -1.945165  1.698129  0.35
H  2.672723  -0.567653  -1.173986  0.26
H  -1.545739  -1.209271  1.596123  0.27
H  -1.047975  0.492352  2.025577  0.25
H  -2.095133  0.266046  0.606972  0.26
H  1.404608  1.334716  -2.208592  0.51

Cartesian forces, eV/Å:
-0.797 -0.228 0.912
0.784 -0.895 0.368
-1.051 -2.240 2.311
-1.614 -1.421 0.861
0.588 2.410 -3.735
0.652 3.188 -1.354
-0.345 0.711 1.711
0.517 -0.596 -0.271
-0.195 0.240 -0.853
-0.504 0.201 -0.069
2.400 -0.710 -0.431
0.899 1.886 -1.189
0.082 0.101 0.116
-0.234 -0.186 0.525
-1.181 -2.461 1.098

SMILES: Cn1c(I)c[nH+]c1[N+](=O)[O-]
Total energy (eV): -20883.7619
F_max (eV/Å): 4.48
Energy above the lowest of the compared OMol25 structures with the same formula, charge and spin (kcal per mole): 11.14
LUMO energy (Ha): -0.208
Frontier orbital gap (eV): 8.12
Total charge: +1
Multiplicity: 1

---

Density functional theory data (the ωB97M-V functional and the def2-TZVPD basis) for C4H5INO3Pb as an isolated structure in a non-equilibrium geometry.

Each line ends with the natural charge from an NBO analysis.
Cartesian coordinates (Å):
O  -2.575836  -1.539267  1.086980  -0.72
C  -1.903715  -0.512606  0.633783  0.81
O  -2.388456  0.767203  1.008680  -0.86
C  -0.632249  -0.668777  -0.335610  -0.32
N  0.597795  -0.530811  0.485004  -0.62
C  1.804772  -0.259733  -0.327252  -0.34
C  1.902424  1.232755  -0.902552  0.42
O  1.963393  1.479716  -2.121562  -0.50
I  1.982393  2.921261  0.461370  0.07
H  -0.718535  -1.726020  -0.783346  0.25
H  -0.743993  0.135099  -1.148845  0.23
H  0.488378  0.118556  1.272798  0.39
H  1.959217  -0.993222  -1.181480  0.25
H  2.708353  -0.398063  0.376022  0.25
Pb  -4.443942  -0.026094  1.476010  1.69

Cartesian forces, eV/Å:
1.030 3.292 -1.354
-1.634 0.744 1.162
0.791 -4.191 -1.294
-1.223 0.142 0.564
-0.160 -0.008 -1.031
1.192 0.409 1.034
0.212 -0.100 -4.449
-0.315 -1.112 4.682
-0.143 -0.703 -0.086
0.229 1.675 0.647
0.083 -1.082 1.043
0.196 -0.171 -0.660
-0.590 1.028 0.968
-1.321 0.329 -1.084
1.654 -0.253 -0.142

Total energy (eV): -25201.4815
F_max (eV/Å): 4.82
LUMO energy (Ha): -0.244
Frontier orbital gap (eV): 5.37
Total charge: +1
Multiplicity: 1

---

Density functional theory data (the ωB97M-V functional and the def2-TZVPD basis) for a 2-piece molecular cluster, C4H5IS overall in a non-equilibrium geometry.

Each line ends with the natural charge from an NBO analysis.
Cartesian coordinates (Å):
C  -1.213722  -1.223154  0.717435  -0.39
C  -0.071189  -0.517865  0.910759  -0.30
C  0.001237  1.612217  -1.097411  -0.34
C  0.870742  -0.262036  -0.089422  -0.40
S  1.097173  2.571120  -1.703531  0.15
I  2.801413  0.428883  0.238609  0.23
H  -1.994028  -1.576288  1.435531  0.22
H  -1.254625  -1.712037  -0.277986  0.18
H  0.024503  -0.101474  2.009272  0.22
H  -1.076263  1.817137  -1.228368  0.20
H  0.814758  -1.036503  -0.914888  0.23

Cartesian forces, eV/Å:
0.824 -1.100 -0.924
-2.676 0.017 4.943
1.354 -0.896 0.009
-0.136 1.305 -3.429
-0.444 -0.160 0.240
-0.331 -0.440 0.199
1.031 0.927 -0.452
-0.449 0.310 0.540
0.265 -0.487 -2.387
0.274 -0.738 0.479
0.288 1.262 0.781

Total energy (eV): -23160.4665
F_max (eV/Å): 5.62
Energy above the lowest of the compared OMol25 structures with the same formula, charge and spin (kcal per mole): 60.68
LUMO energy (spin up / spin down) (Ha): -0.009 / -0.009
Frontier orbital gap (spin up / spin down) (eV): 7.61 / 7.62
Total charge: 0
Multiplicity: 1

---

Density functional theory data (the ωB97M-V functional and the def2-TZVPD basis) for C4H5InLiO2 as an isolated structure in a non-equilibrium geometry.

Each line ends with the Löwdin spin population.
Cartesian coordinates (Å):
H  -2.667327  -1.337355  1.943701  0.82
C  -1.015327  0.477150  -0.025730  0.02
C  -0.513047  -0.942467  -0.041092  0.03
C  0.992981  -0.830905  -0.298637  0.01
C  1.294234  0.641395  -0.167650  0.04
O  -1.901639  0.978299  0.633962  0.05
O  -0.009406  1.296381  -0.441020  0.02
Li  0.084018  3.229565  -0.703558  0.00
In  2.697821  2.038452  -0.152449  -0.06
H  -1.073247  -1.527731  -0.779468  0.00
H  -0.724404  -1.397570  0.937973  0.06
H  1.241215  -1.200068  -1.310120  0.00
H  1.594131  -1.425142  0.404085  0.00

Cartesian forces, eV/Å:
-0.111 -0.079 0.123
-3.761 -1.261 4.362
-0.745 -0.314 -0.471
-0.046 0.971 0.697
-7.877 -5.262 -1.286
1.765 -0.929 -2.614
5.966 0.984 -0.154
-0.766 0.686 -0.136
4.925 4.497 -0.074
0.265 0.016 0.050
-0.012 0.245 -0.256
0.254 0.270 -0.027
0.143 0.175 -0.213

Total energy (eV): -13678.6642
F_max (eV/Å): 9.56
Energy above the lowest of the compared OMol25 structures with the same formula, charge and spin (kcal per mole): 94.92
LUMO energy (spin up / spin down) (Ha): -0.434 / -0.428
<S²>: 0.8334
Frontier orbital gap (spin up / spin down) (eV): 4.85 / 6.40
Total charge: +2
Multiplicity: 2

---

Density functional theory data (the ωB97M-V functional and the def2-TZVPD basis) for C4H5KO2 as an isolated structure in a non-equilibrium geometry.

Each line ends with the natural charge from an NBO analysis.
Cartesian coordinates (Å):
O  2.157782  1.283498  -0.107278  -0.75
C  1.212862  0.536599  0.633933  -0.09
C  0.589107  -0.496504  -0.368576  -0.35
C  -0.634165  0.069658  -0.568013  -0.27
C  -1.648163  -0.774303  -1.285065  0.13
O  -2.833656  -0.705959  -0.878727  -0.83
K  -3.767438  -1.383148  1.387878  0.03
H  2.702953  0.681025  -0.622323  0.46
H  0.621184  1.270544  1.195808  0.17
H  1.719257  -0.068489  1.409529  0.14
H  0.678975  -1.561474  -0.110381  0.19
H  -0.798693  1.148552  -0.686786  0.18

Cartesian forces, eV/Å:
0.965 1.331 0.253
2.053 -2.084 -0.583
-1.473 2.803 3.953
-0.577 -2.251 -3.245
-0.941 0.483 0.407
0.240 -0.219 -0.010
-0.028 0.009 -0.043
-0.293 -0.121 0.016
-0.334 -0.313 -0.659
0.047 0.240 0.105
0.046 0.179 -0.705
0.295 -0.057 0.510

Total energy (eV): -24645.0306
F_max (eV/Å): 5.06
LUMO energy (spin up / spin down) (Ha): 0.096 / 0.116
<S²>: 0.7520
Frontier orbital gap (spin up / spin down) (eV): 3.09 / 5.61
Total charge: -1
Multiplicity: 2

---

Density functional theory data (the ωB97M-V functional and the def2-TZVPD basis) for C4H5KO3 as an isolated structure in a non-equilibrium geometry.

Each line ends with the natural charge from an NBO analysis.
Cartesian coordinates (Å):
O  -0.147004  0.354939  0.842475  -0.59
C  0.926188  0.609977  0.083934  0.23
O  1.156560  1.825868  -0.065297  -0.84
K  3.347455  1.744914  -1.749469  0.96
O  3.923359  -0.259180  0.191557  -0.61
C  3.375929  -0.880042  1.004202  0.57
C  -1.026029  -0.694503  0.426829  -0.07
H  -0.466449  -1.407907  -0.194605  0.18
H  -1.352153  -1.214222  1.337520  0.17
C  -2.208275  -0.123351  -0.325629  -0.63
H  -2.740870  0.617897  0.286209  0.21
H  -1.880925  0.357281  -1.258038  0.21
H  -2.907789  -0.931665  -0.579694  0.20

Cartesian forces, eV/Å:
-1.931 0.086 0.929
1.349 -0.068 -1.961
0.574 0.081 0.218
-0.836 -0.264 0.677
-1.046 -1.626 2.141
1.261 1.698 -2.241
0.673 -0.073 0.393
-0.040 0.131 0.059
0.018 0.116 -0.174
-0.221 0.026 -0.149
0.180 -0.180 -0.182
-0.071 -0.082 0.269
0.089 0.155 0.022

Total energy (eV): -26694.5439
F_max (eV/Å): 3.08
Energy above the lowest of the compared OMol25 structures with the same formula, charge and spin (kcal per mole): 0.00
LUMO energy (Ha): -0.032
Frontier orbital gap (eV): 4.98
Total charge: 0
Multiplicity: 1

---

Density functional theory data (the ωB97M-V functional and the def2-TZVPD basis) for C4H5LaLiO as an isolated structure in a non-equilibrium geometry.

Each line ends with the natural charge from an NBO analysis.
Cartesian coordinates (Å):
C  1.709043  -2.060209  -0.271173  -0.19
C  2.698259  -2.420512  -0.881764  -0.12
H  3.531470  -2.691099  -1.509756  0.27
C  0.430465  -2.078866  0.758788  -0.46
C  0.529450  -1.213681  2.001192  -0.10
O  0.513897  0.133180  1.762528  -1.12
Li  1.699926  0.663073  0.410936  0.97
H  -0.393678  -1.663259  0.156286  0.21
H  1.651569  -1.653157  2.026588  0.21
H  0.137215  -3.101299  1.036235  0.28
H  -0.192377  -1.554704  2.762033  0.18
La  -1.079710  1.917701  2.960167  1.88

Cartesian forces, eV/Å:
-1.376 -0.700 2.287
-0.857 0.711 0.231
-0.255 0.113 0.250
-0.711 0.603 -3.422
3.793 -3.276 -0.774
-1.468 3.750 0.523
0.164 -0.728 -0.120
-0.039 -0.470 -0.175
-1.773 1.577 2.456
0.593 0.190 -0.283
0.632 -0.021 -0.101
1.298 -1.750 -0.873

Total energy (eV): -7320.2395
F_max (eV/Å): 5.07
LUMO energy (spin up / spin down) (Ha): -0.341 / -0.338
<S²>: 0.7508
Frontier orbital gap (spin up / spin down) (eV): 6.20 / 6.87
Total charge: +2
Multiplicity: 2